(1)
The following is a DFT calculation (ωB97M-V/def2-TZVPD) of a single C10H17NO molecule in a non-equilibrium geometry.

ORCA input file:
```
! RIJCOSX wB97M-V def2-TZVPD def2/J DEFGRID3
* xyz 0 1
C -0.634 2.545 -0.106
C 0.084 1.540 -0.641
C 1.446 0.988 -0.759
C 2.389 0.815 0.477
C 3.476 -0.228 0.356
N 3.313 -1.104 -0.665
O 4.397 -0.258 1.153
C 0.199 0.106 -0.961
C -0.196 -0.999 -0.016
C -1.634 -1.563 -0.197
C -2.794 -0.622 -0.154
C -2.995 -0.031 1.195
H -0.105 3.299 0.491
H -1.723 2.531 -0.143
H 1.992 1.187 -1.713
H 2.893 1.791 0.642
H 1.815 0.614 1.380
H 4.003 -1.874 -0.782
H 2.568 -1.182 -1.312
H 0.028 -0.165 -2.031
H 0.552 -1.814 0.010
H -0.107 -0.608 1.023
H -1.777 -2.359 0.558
H -1.713 -2.158 -1.144
H -2.524 0.172 -0.854
H -3.683 -1.112 -0.576
H -2.150 0.656 1.523
H -3.181 -0.735 2.038
H -3.940 0.568 1.206
*
```

Properties
- energy (a.u.) = -521.17200
- gap between HOMO and LUMO (eV) = 10.08
- E_HOMO (eV) = -9.37
- SMILES = C=C1[C@@H](CC(N)=O)[C@H]1CCCC


(2)
The following is a DFT calculation (ωB97M-V/def2-TZVPD) of a molecular structure, C22H24N7O5RuS.

ORCA input file:
```
! RIJCOSX wB97M-V def2-TZVPD def2/J DEFGRID3
* xyz 0 2
Ru 0.365 1.577 1.669
O 1.615 -1.600 0.325
C 2.936 -1.111 0.505
C 3.149 -0.485 1.867
N 2.593 0.870 2.044
C 3.448 1.870 1.388
C 2.734 3.222 1.253
O 3.360 4.162 0.814
O 1.500 3.253 1.658
C 2.645 1.171 3.500
C 1.396 0.686 4.205
O 1.439 0.117 5.273
O 0.303 1.024 3.580
H 1.394 -2.118 1.108
H 3.107 -0.394 -0.298
H 3.661 -1.921 0.380
H 4.225 -0.453 2.086
H 2.698 -1.132 2.626
H 3.765 1.523 0.406
H 4.366 2.027 1.963
H 2.673 2.253 3.629
H 3.543 0.739 3.948
S -1.668 2.624 2.094
C -2.234 0.994 1.988
C -3.522 0.487 2.171
C -3.751 -0.836 1.868
C -2.707 -1.634 1.393
C -1.454 -1.078 1.277
N -1.221 0.202 1.582
H -4.309 1.142 2.520
H -4.743 -1.254 1.984
H -2.865 -2.668 1.120
H -0.617 -1.642 0.894
C -2.157 1.357 -1.076
C -0.696 1.426 -1.336
N 0.303 1.655 -0.489
C 1.450 1.729 -1.253
C 1.158 1.501 -2.551
N -0.207 1.316 -2.596
C -0.959 0.971 -3.785
N -1.740 -0.222 -3.588
N -3.049 -0.215 -3.942
N -3.580 -1.332 -3.637
C -2.618 -2.124 -3.041
C -2.706 -3.417 -2.519
C -1.569 -3.939 -1.950
C -0.370 -3.197 -1.887
C -0.267 -1.922 -2.395
C -1.423 -1.407 -2.991
H -2.406 2.025 -0.257
H -2.474 0.342 -0.824
H -2.710 1.670 -1.961
H 2.399 1.991 -0.834
H 1.770 1.485 -3.435
H -0.238 0.843 -4.591
H -1.663 1.755 -4.060
H -3.634 -3.970 -2.566
H -1.586 -4.939 -1.537
H 0.499 -3.635 -1.414
H 0.653 -1.360 -2.308
*
```

Properties
- energy (a.u.) = -2105.38028
- ⟨S²⟩ = 0.755
- gap between HOMO and LUMO (alpha / beta) (eV) = 8.01 / 7.41
- E_HOMO (alpha / beta) (eV) = -8.07 / -8.03


(3)
The following is a DFT calculation (ωB97M-V/def2-TZVPD) of a molecular structure, C22H37IrN4OS2SbSe4 in a non-equilibrium geometry.

ORCA input file:
```
! RIJCOSX wB97M-V def2-TZVPD def2/J DEFGRID3
* xyz 0 2
Ir -1.329 1.413 -1.009
Se -0.913 6.307 -0.460
Sb -2.614 4.608 -0.763
Se -2.114 2.738 0.873
Se -1.944 3.186 -2.736
Se -5.172 3.651 -1.263
N -0.696 0.146 -2.655
C -1.713 -0.082 -3.701
C -2.851 -1.001 -3.251
C -3.328 -0.839 -1.803
N -3.316 0.560 -1.343
H 0.110 0.622 -3.052
H -0.362 -0.736 -2.272
H -1.256 -0.510 -4.597
H -2.111 0.894 -3.975
H -2.550 -2.045 -3.373
H -3.686 -0.827 -3.933
H -2.678 -1.405 -1.139
H -4.331 -1.268 -1.721
H -3.837 0.655 -0.473
H -3.812 1.163 -2.001
C 6.870 5.073 -2.983
C 7.757 5.226 -1.776
O 8.922 5.513 -1.842
S 7.042 5.077 -0.136
C 5.429 4.383 -0.397
C 4.301 5.196 -0.373
C 3.040 4.642 -0.518
C 2.880 3.264 -0.680
C 4.023 2.456 -0.708
C 5.282 3.008 -0.560
C 1.576 2.690 -0.791
C 0.477 2.182 -0.870
H 7.492 4.800 -3.833
H 6.413 6.044 -3.184
H 6.076 4.346 -2.837
H 4.416 6.263 -0.236
H 2.161 5.274 -0.504
H 3.906 1.388 -0.838
H 6.162 2.377 -0.563
C -1.538 -6.562 0.451
C -0.516 -5.735 1.227
C 0.175 -4.662 0.383
C -0.777 -3.696 -0.315
N -1.644 -3.000 0.627
C -1.520 -1.722 1.028
S -0.356 -0.670 0.342
N -2.369 -1.347 1.992
C -2.233 -0.136 2.797
C -1.351 -0.322 4.026
C -1.905 -1.231 5.124
C -1.896 -2.729 4.804
H -1.861 -7.424 1.034
H -1.111 -6.931 -0.484
H -2.433 -5.987 0.202
H 0.253 -6.398 1.627
H -0.993 -5.273 2.097
H 0.782 -5.143 -0.389
H 0.851 -4.082 1.016
H -1.406 -4.222 -1.036
H -0.203 -2.940 -0.845
H -2.227 -3.596 1.197
H -2.939 -2.073 2.398
H -3.235 0.189 3.079
H -1.803 0.623 2.162
H -1.197 0.674 4.445
H -0.371 -0.687 3.701
H -2.921 -0.915 5.379
H -1.297 -1.072 6.016
H -2.747 -3.033 4.190
H -1.954 -3.320 5.718
H -0.978 -3.011 4.281
*
```

Properties
- energy (a.u.) = -11901.48242
- ⟨S²⟩ = 0.790
- gap between HOMO and LUMO (alpha / beta) (eV) = 5.67 / 5.45
- E_HOMO (alpha / beta) (eV) = -7.28 / -7.27


(4)
The following is a DFT calculation (ωB97M-V/def2-TZVPD) of a single C19H29N5O2 molecule in a non-equilibrium geometry.

ORCA input file:
```
! RIJCOSX wB97M-V def2-TZVPD def2/J DEFGRID3
* xyz 0 1
C -3.825 -0.704 -0.243
C -4.380 0.281 0.781
N -3.722 0.146 2.052
C -2.423 0.376 2.322
C -2.233 0.088 3.659
C -0.960 0.172 4.437
N 0.008 1.024 3.778
C 1.137 0.543 3.224
O 1.519 -0.600 3.367
C 1.939 1.570 2.425
C 2.504 0.885 1.182
C 1.394 0.388 0.336
N 0.164 0.779 0.342
N -0.493 0.038 -0.583
C 0.371 -0.763 -1.111
C 0.131 -1.791 -2.148
C 1.179 -1.769 -3.268
C 0.962 -0.654 -4.299
C 1.163 0.759 -3.741
C 2.622 1.047 -3.399
C 3.502 0.855 -4.630
C 3.343 -0.556 -5.186
C 1.880 -0.844 -5.514
O 1.597 -0.595 -0.566
C -3.503 -0.312 4.107
N -4.383 -0.273 3.124
H -3.937 -1.723 0.119
H -2.770 -0.506 -0.424
H -4.366 -0.604 -1.180
H -4.251 1.306 0.417
H -5.442 0.097 0.963
H -1.738 0.715 1.572
H -1.159 0.553 5.446
H -0.494 -0.815 4.525
H -0.310 1.946 3.526
H 2.760 1.930 3.048
H 1.310 2.411 2.136
H 3.126 1.572 0.603
H 3.114 0.028 1.478
H 0.164 -2.767 -1.655
H -0.874 -1.641 -2.543
H 2.169 -1.694 -2.820
H 1.126 -2.725 -3.794
H -0.076 -0.734 -4.645
H 0.529 0.911 -2.867
H 0.837 1.474 -4.500
H 2.963 0.384 -2.602
H 2.712 2.074 -3.035
H 4.548 1.040 -4.375
H 3.212 1.579 -5.396
H 3.711 -1.280 -4.457
H 3.945 -0.667 -6.090
H 1.780 -1.861 -5.898
H 1.558 -0.160 -6.302
H -3.797 -0.620 5.090
*
```

Properties
- energy (a.u.) = -1165.68269
- gap between HOMO and LUMO (eV) = 9.40
- E_HOMO (eV) = -8.65
- SMILES = CCn1cc(CNC(=O)CCc2nnc(CCC3CCCCC3)o2)cn1


(5)
The following is a DFT calculation (ωB97M-V/def2-TZVPD) of a single C4H5NOS molecule in a non-equilibrium geometry.

ORCA input file:
```
! RIJCOSX wB97M-V def2-TZVPD def2/J DEFGRID3
* xyz 0 1
O -3.017 0.456 0.060
C -2.054 1.130 -0.229
N -0.834 0.599 -0.193
C -0.306 -0.725 -0.027
C 0.918 -1.151 0.034
C 2.120 -0.354 0.215
S 2.665 1.203 -0.195
H -2.007 2.150 -0.599
H -0.184 1.268 -0.110
H -1.128 -1.334 0.094
H 0.828 -2.288 0.055
H 2.999 -0.954 0.893
*
```

Properties
- energy (a.u.) = -683.51806
- gap between HOMO and LUMO (eV) = 7.89
- E_HOMO (eV) = -9.03
- SMILES = O=CN/C=C\C=S


(6)
The following is a DFT calculation (ωB97M-V/def2-TZVPD) of a molecular structure, C40H61N2O10P3RbS.

ORCA input file:
```
! RIJCOSX wB97M-V def2-TZVPD def2/J DEFGRID3
* xyz -1 1
Rb 0.099 -0.710 -0.317
C -2.480 2.322 -0.216
C -2.173 2.295 -1.702
O -0.885 2.812 -2.018
C -0.690 4.177 -1.772
C 0.783 4.402 -1.482
O 1.280 3.692 -0.363
C 1.268 4.375 0.867
C -0.044 4.344 1.641
O -0.056 3.274 2.579
C -1.325 2.670 2.746
C -1.543 1.484 1.820
O -1.365 1.778 0.454
H -3.365 1.692 -0.061
H -2.704 3.331 0.166
H -2.961 2.841 -2.241
H -2.174 1.244 -2.010
H -1.315 4.531 -0.947
H -0.966 4.783 -2.653
H 0.980 5.480 -1.377
H 1.353 4.041 -2.342
H 1.571 5.421 0.712
H 2.023 3.888 1.484
H -0.877 4.240 0.953
H -0.169 5.290 2.190
H -2.120 3.419 2.631
H -1.378 2.301 3.776
H -2.548 1.077 2.011
H -0.811 0.713 2.063
C 3.046 2.721 5.350
C 3.069 2.467 3.861
C 4.154 3.234 3.138
O 3.336 1.042 3.676
P 2.536 0.275 2.539
O 2.169 1.049 1.342
C 3.629 -1.088 2.126
P 2.890 -2.122 0.833
O 1.530 -2.472 1.273
O 2.901 -1.273 -0.479
C 3.909 -0.837 -1.435
C 4.969 -1.884 -1.677
C 4.453 0.506 -0.998
O 3.902 -3.303 0.614
C 3.729 -4.544 1.372
C 5.099 -4.923 1.884
C 3.090 -5.568 0.467
O 1.224 -0.261 3.237
C 1.018 -0.772 4.568
C 1.893 -1.972 4.858
C -0.456 -1.114 4.632
H 2.858 3.779 5.539
H 4.003 2.453 5.800
H 2.261 2.145 5.839
H 2.091 2.693 3.425
H 5.129 2.996 3.567
H 3.986 4.309 3.230
H 4.163 2.976 2.080
H 3.821 -1.725 2.989
H 4.570 -0.648 1.792
H 3.313 -0.713 -2.341
H 5.625 -1.991 -0.811
H 5.572 -1.551 -2.524
H 4.526 -2.849 -1.916
H 5.152 0.397 -0.165
H 3.648 1.175 -0.699
H 5.002 0.952 -1.830
H 3.056 -4.333 2.209
H 5.785 -5.061 1.047
H 5.040 -5.860 2.437
H 5.507 -4.155 2.541
H 3.721 -5.755 -0.403
H 2.129 -5.216 0.100
H 2.950 -6.502 1.014
H 1.249 0.039 5.266
H 1.746 -2.732 4.089
H 1.608 -2.391 5.825
H 2.948 -1.706 4.915
H -0.684 -1.901 3.912
H -1.067 -0.244 4.395
H -0.720 -1.460 5.633
S 1.869 -3.581 -2.377
C 1.183 -5.115 -2.453
N 0.750 -6.191 -2.512
N -2.477 -0.837 -1.328
P -3.583 -1.519 -2.121
C -5.071 -2.100 -1.177
C -6.304 -2.389 -1.755
C -7.375 -2.808 -0.977
C -7.221 -2.938 0.397
C -5.999 -2.640 0.985
C -4.933 -2.220 0.200
C -4.455 -0.471 -3.374
C -5.131 0.657 -2.902
C -5.741 1.545 -3.772
C -5.680 1.324 -5.145
C -5.014 0.210 -5.629
C -4.412 -0.683 -4.746
C -3.100 -3.000 -3.092
C -1.864 -2.945 -3.738
C -1.340 -4.059 -4.370
C -2.044 -5.256 -4.365
C -3.273 -5.326 -3.731
C -3.796 -4.205 -3.097
H -6.432 -2.280 -2.827
H -8.328 -3.031 -1.442
H -8.054 -3.266 1.008
H -5.877 -2.736 2.057
H -3.970 -1.966 0.631
H -5.171 0.836 -1.832
H -6.265 2.411 -3.385
H -6.152 2.016 -5.832
H -4.962 0.030 -6.695
H -3.895 -1.553 -5.135
H -1.284 -2.030 -3.683
H -0.355 -4.011 -4.815
H -1.611 -6.142 -4.808
H -3.808 -6.266 -3.690
H -4.741 -4.287 -2.577
*
```

Properties
- energy (a.u.) = -3869.26887
- gap between HOMO and LUMO (eV) = 5.65
- E_HOMO (eV) = -3.91


(7)
The following is a DFT calculation (ωB97M-V/def2-TZVPD) of 2 unconnected molecules or ions with the total composition C32H32NO in a non-equilibrium geometry.

ORCA input file:
```
! RIJCOSX wB97M-V def2-TZVPD def2/J DEFGRID3
* xyz 1 1
C -2.727 0.708 0.641
C -4.047 0.275 0.288
C -4.334 -0.179 -1.033
C -5.612 -0.603 -1.387
C -6.651 -0.589 -0.440
C -6.397 -0.139 0.864
C -5.122 0.288 1.227
C -2.381 1.251 1.875
C -1.110 1.722 2.185
C -0.713 2.251 3.455
C 0.620 2.716 3.659
C 1.019 3.235 4.885
C 0.108 3.311 5.953
C -1.210 2.862 5.777
C -1.619 2.337 4.554
H -1.950 0.638 -0.122
H -3.526 -0.182 -1.769
H -5.808 -0.948 -2.404
H -7.650 -0.924 -0.719
H -7.203 -0.121 1.602
H -4.944 0.635 2.247
H -3.154 1.319 2.644
H -0.362 1.713 1.390
H 1.324 2.657 2.825
H 2.044 3.586 5.020
H 0.424 3.720 6.912
H -1.921 2.924 6.604
H -2.647 1.990 4.433
O 0.806 0.262 -0.769
C 1.728 -0.589 -1.447
C 1.255 -0.602 -2.894
C 0.613 0.531 -3.386
C 0.160 0.542 -4.713
C 0.358 -0.572 -5.534
C 1.015 -1.702 -5.038
C 1.459 -1.723 -3.712
C 3.162 -0.032 -1.301
C 3.525 0.701 -0.171
C 4.814 1.249 -0.081
C 5.738 1.043 -1.111
C 5.373 0.306 -2.243
C 4.084 -0.231 -2.338
C 1.676 -1.984 -0.806
C 0.313 -2.703 -0.892
C 0.286 -3.554 0.381
C 1.189 -2.822 1.388
N 1.896 -1.836 0.599
H 0.897 0.080 0.189
H 0.457 1.392 -2.733
H -0.349 1.434 -5.085
H 0.007 -0.557 -6.566
H 1.183 -2.578 -5.665
H 1.971 -2.604 -3.311
H 2.811 0.870 0.641
H 5.080 1.839 0.797
H 6.738 1.471 -1.043
H 6.072 0.149 -3.064
H 3.783 -0.795 -3.222
H 2.464 -2.622 -1.256
H -0.479 -1.940 -0.869
H 0.211 -3.274 -1.819
H -0.727 -3.684 0.764
H 0.705 -4.545 0.172
H 0.582 -2.303 2.144
H 1.872 -3.500 1.924
H 2.823 -1.570 0.904
*
```

Properties
- energy (a.u.) = -1368.31719
- gap between HOMO and LUMO (eV) = 5.14
- E_HOMO (eV) = -10.78


(8)
The following is a DFT calculation (ωB97M-V/def2-TZVPD) of a single C4H5NO molecule in a non-equilibrium geometry.

ORCA input file:
```
! RIJCOSX wB97M-V def2-TZVPD def2/J DEFGRID3
* xyz 0 1
H -0.196 1.691 -2.318
N -0.891 1.312 -1.678
C -0.396 0.467 -0.878
C -1.117 -0.083 0.276
C -0.216 -0.544 1.131
C 1.102 -0.700 0.413
O 0.926 0.103 -0.771
H -2.117 0.189 0.569
H -0.410 -0.385 2.185
H 1.378 -1.709 0.054
H 1.938 -0.341 1.017
*
```

Properties
- energy (a.u.) = -285.36728
- gap between HOMO and LUMO (eV) = 10.17
- E_HOMO (eV) = -9.51
- SMILES = [H]/N=C1/C=CCO1


One value per record, in order, for energy above the lowest of the compared OMol25 structures with the same formula, charge and spin: 67.96, 3.50, 128.37, 14.68, 235.92, 90.21, 0.00, 124.19 kJ/mol.
One value per record, in order, for M: 167.25, 599.62, 1067.52, 359.47, 115.16, 940.39, 446.61, 83.09 g mol⁻¹.